Entry 1:
Formula: C14H20IIrNOS
Source: the Open Molecules 2025 dataset
Level of theory: the ωB97M-V functional and the def2-TZVPD basis

```
39
C14H20IIrNOS, DFT the ωB97M-V functional and the def2-TZVPD basis
Ir -0.979 1.225 0.976
C -0.390 2.029 2.883
C -0.558 3.109 1.965
C 0.486 3.013 0.999
C 1.284 1.920 1.294
C 0.751 1.299 2.441
H -0.952 1.886 3.791
H -1.287 3.899 2.041
H 0.608 3.687 0.165
H 2.152 1.598 0.744
H 1.153 0.428 2.938
C -0.101 1.326 -4.007
S -0.056 0.136 -2.690
C -1.349 -0.928 -3.291
O -0.630 0.869 -1.496
H 0.226 0.843 -4.929
H 0.594 2.122 -3.745
H -1.116 1.714 -4.099
H -1.023 -1.394 -4.222
H -2.253 -0.336 -3.438
H -1.515 -1.705 -2.546
I -3.374 2.568 -0.206
C -2.902 0.834 0.971
H -3.226 -0.016 0.368
H -3.453 0.938 1.900
N -0.726 -0.970 0.875
C 0.548 -1.681 0.832
C 0.641 -2.906 1.476
C 1.834 -3.613 1.445
C 2.926 -3.105 0.756
C 2.821 -1.883 0.107
C 1.634 -1.163 0.149
H -1.294 -1.338 1.630
H -1.230 -1.177 0.015
H -0.217 -3.311 2.005
H 1.903 -4.566 1.952
H 3.855 -3.660 0.727
H 3.670 -1.484 -0.435
H 1.545 -0.207 -0.344
```

Results
charge = +1
relative energy (zero: lowest compared OMol25 entry of this formula, charge and spin) = 132.4 kJ/mol
max |F| = 0.1035 hartree/bohr
M = 569.51 g/mol
Kohn-Sham gap = 7.044 eV

Entry 2:
Formula: C14H20N2O3
Source: the Open Molecules 2025 dataset
Level of theory: the ωB97M-V functional and the def2-TZVPD basis

```
39
C14H20N2O3, DFT the ωB97M-V functional and the def2-TZVPD basis
C 3.092 4.094 -0.190
C 3.086 3.350 -1.279
C 1.877 2.627 -1.802
N 2.002 1.177 -1.768
C 2.118 0.631 -0.428
C 1.756 -0.854 -0.460
C 1.824 -1.538 0.908
C 1.067 -0.778 2.009
O -0.087 -0.106 1.548
C -1.151 -0.774 1.089
C -1.393 -2.134 1.306
C -2.535 -2.742 0.832
C -3.495 -2.033 0.111
C -4.731 -2.714 -0.388
C -3.264 -0.693 -0.120
C -2.116 -0.058 0.352
N -1.952 1.332 0.033
O -1.020 1.947 0.504
O -2.775 1.828 -0.715
H 2.192 4.257 0.381
H 3.984 4.580 0.172
H 4.000 3.188 -1.840
H 1.699 2.911 -2.845
H 0.997 2.893 -1.212
H 2.789 0.881 -2.338
H 1.401 1.168 0.195
H 3.122 0.763 0.012
H 0.749 -0.946 -0.872
H 2.431 -1.377 -1.141
H 1.426 -2.550 0.803
H 2.864 -1.624 1.229
H 1.689 0.034 2.392
H 0.827 -1.449 2.843
H -0.681 -2.720 1.865
H -2.690 -3.793 1.027
H -5.316 -3.095 0.447
H -5.347 -2.027 -0.960
H -4.469 -3.559 -1.023
H -3.970 -0.096 -0.678
```

Results
SMILES string = C=CCNCCCCOc1ccc(C)cc1[N+](=O)[O-]
relative energy (zero: lowest compared OMol25 entry of this formula, charge and spin) = 565.1 kJ/mol
max |F| = 0.0237 hartree/bohr
M = 264.32 g/mol
Kohn-Sham gap = 8.405 eV

Entry 3:
Formula: C14H20N3O4
Source: the Open Molecules 2025 dataset
Level of theory: the ωB97M-V functional and the def2-TZVPD basis

```
41
C14H20N3O4, DFT the ωB97M-V functional and the def2-TZVPD basis
N 3.785 -0.445 0.994
C 3.413 0.179 -0.094
N 4.232 1.045 -0.843
C 3.454 2.071 -1.596
C 2.282 1.455 -2.480
C 1.940 0.006 -1.988
C 0.607 -0.591 -2.564
O -0.481 0.335 -2.646
C -0.833 0.864 -1.402
C -0.974 2.328 -1.338
C -1.297 2.996 -0.088
C -1.464 2.164 1.099
C -1.368 0.706 1.093
C -1.041 0.056 -0.190
N 2.044 -0.016 -0.506
H 4.738 -0.483 1.356
H 3.061 -0.938 1.526
H 4.776 1.557 -0.134
H 4.167 2.550 -2.321
H 3.105 2.913 -0.933
H 1.440 2.186 -2.439
H 2.639 1.431 -3.545
H 2.772 -0.658 -2.364
H 0.797 -0.951 -3.614
H 0.361 -1.514 -1.969
H -0.814 2.923 -2.272
H -1.368 4.105 -0.103
H -1.678 2.685 2.058
H -1.510 0.092 2.013
H -0.943 -1.054 -0.279
H 1.549 0.817 -0.138
C -4.560 -3.157 2.111
C -3.272 -2.431 1.839
O -2.770 -2.166 3.144
C -3.322 -3.089 3.984
O -2.987 -3.254 5.111
O -4.303 -3.796 3.360
H -4.798 -3.890 1.341
H -5.407 -2.478 2.229
H -2.549 -3.050 1.302
H -3.425 -1.504 1.287
```

Results
charge = +1
max |F| = 0.0634 hartree/bohr
M = 294.33 g/mol
Kohn-Sham gap = 7.994 eV

Entry 4:
Formula: C14H20N4O3PtS
Source: the Open Molecules 2025 dataset
Level of theory: the ωB97M-V functional and the def2-TZVPD basis

```
43
C14H20N4O3PtS, DFT the ωB97M-V functional and the def2-TZVPD basis
Pt 0.109 -0.042 -0.497
C -2.824 -3.292 3.458
C -1.323 -3.511 3.344
N -0.837 -3.398 1.977
C -0.603 -2.228 1.364
S -0.062 -2.306 -0.297
N -0.779 -1.127 2.063
N -0.498 0.000 1.346
C -0.657 1.158 1.906
C -1.149 1.322 3.304
C -0.299 2.305 1.064
C -0.299 3.617 1.504
C 0.085 4.618 0.623
C 0.469 4.284 -0.661
C 0.464 2.950 -1.037
N 0.076 1.997 -0.197
H -3.138 -3.362 4.500
H -3.374 -4.040 2.885
H -3.090 -2.305 3.083
H -1.049 -4.505 3.699
H -0.786 -2.783 3.950
H -0.712 -4.229 1.427
H -1.684 0.429 3.612
H -1.808 2.186 3.379
H -0.314 1.469 3.992
H -0.581 3.849 2.520
H 0.096 5.650 0.949
H 0.786 5.035 -1.370
H 0.796 2.609 -2.005
C 1.834 -1.806 -3.316
C 1.530 -0.321 -3.378
C 1.359 0.177 -4.798
O 0.266 -0.054 -2.668
C 2.642 0.460 -2.622
O 3.701 0.593 -3.232
O 2.321 0.847 -1.466
H 1.038 -2.397 -3.783
H 1.963 -2.132 -2.283
H 2.764 -1.993 -3.851
H 0.605 -0.407 -5.334
H 2.312 0.089 -5.314
H 1.063 1.227 -4.803
H -0.413 -0.634 -3.035
```

Results
relative energy (zero: lowest compared OMol25 entry of this formula, charge and spin) = 0.0 kJ/mol
max |F| = 0.0039 hartree/bohr
M = 519.48 g/mol
Kohn-Sham gap = 6.977 eV

Entry 5:
Formula: C14H20O
Source: the Open Molecules 2025 dataset
Level of theory: the ωB97M-V functional and the def2-TZVPD basis

```
35
C14H20O, DFT the ωB97M-V functional and the def2-TZVPD basis
C -4.608 -0.568 -0.478
C -4.041 -0.847 -1.768
C -3.851 -0.646 0.653
C -2.693 -1.123 -1.837
C -2.439 -0.962 0.544
C -1.934 -1.200 -0.735
C -0.498 -1.540 -0.989
C 1.178 1.414 0.210
C 1.454 1.707 1.501
C 2.246 1.027 -0.791
C -0.279 1.455 -0.321
C 2.902 1.702 1.979
C 0.333 2.283 2.362
C -0.915 -3.818 -1.723
O -0.036 -2.644 -1.470
H -5.649 -0.395 -0.409
H -4.846 -0.683 -2.557
H -4.196 -0.230 1.626
H -2.196 -1.210 -2.887
H -1.727 -0.912 1.353
H 1.755 1.031 -1.784
H 2.673 0.077 -0.420
H 2.915 1.847 -0.769
H -1.011 1.338 0.504
H -0.482 0.830 -1.246
H -0.433 2.469 -0.781
H 3.377 0.712 1.768
H 3.012 1.832 3.021
H 3.540 2.444 1.486
H 0.681 2.792 3.283
H -0.434 1.497 2.722
H -0.282 3.127 1.941
H -1.396 -3.700 -2.794
H -1.591 -3.970 -0.945
H -0.183 -4.696 -1.825
```

Results
relative energy (zero: lowest compared OMol25 entry of this formula, charge and spin) = 469.5 kJ/mol
max |F| = 0.0984 hartree/bohr
M = 204.31 g/mol
Kohn-Sham gap = 8.137 eV

Entry 6:
Formula: C14H20O
Source: the Open Molecules 2025 dataset
Level of theory: the ωB97M-V functional and the def2-TZVPD basis

```
35
C14H20O, DFT the ωB97M-V functional and the def2-TZVPD basis
C -0.586 -2.757 1.111
C -1.260 -1.702 1.648
O -0.729 -1.232 2.876
C -2.402 -0.959 1.119
C -2.959 -1.307 -0.068
C -4.189 -0.762 -0.443
C -4.838 0.201 0.357
C -4.215 0.516 1.533
C -3.066 -0.066 1.955
H 0.331 -2.882 1.621
H -0.852 -3.115 0.151
H 0.212 -1.493 2.927
H -2.567 -2.063 -0.586
H -4.535 -0.984 -1.485
H -5.919 0.473 0.283
H -4.584 1.298 2.185
H -2.669 0.075 2.949
C 2.084 2.769 -1.181
C 2.480 1.399 -0.670
C 3.798 1.174 -0.010
C 1.694 0.311 -0.818
C 2.128 -1.090 -0.589
C 0.177 0.414 -0.879
H 2.754 3.518 -0.668
H 1.005 2.974 -1.057
H 2.383 2.923 -2.145
H 3.863 1.504 1.056
H 4.476 1.891 -0.554
H 3.982 0.157 -0.099
H 1.250 -1.799 -0.544
H 2.489 -1.012 0.493
H 2.967 -1.412 -1.208
H -0.353 -0.250 -1.606
H -0.141 1.384 -1.196
H -0.150 -0.072 0.096
```

Results
SMILES string = C=C(O)c1ccccc1.CC(C)=C(C)C
relative energy (zero: lowest compared OMol25 entry of this formula, charge and spin) = 247.2 kJ/mol
max |F| = 0.0758 hartree/bohr
M = 204.31 g/mol
Kohn-Sham gap = 8.423 eV

Entry 7:
Formula: C14H21BCrN4
Source: the Open Molecules 2025 dataset
Level of theory: the ωB97M-V functional and the def2-TZVPD basis

```
41
C14H21BCrN4, DFT the ωB97M-V functional and the def2-TZVPD basis
C 2.310 0.812 0.835
C 0.158 1.620 -0.928
C 2.585 0.475 -0.498
H 1.989 0.141 1.643
C 0.268 0.501 -1.908
H -0.882 2.062 -0.899
H 2.974 1.306 -1.073
H -0.655 0.300 -2.481
C 2.524 -0.668 -1.436
H 2.267 -1.633 -0.997
H 3.446 -0.813 -1.981
C 1.799 2.333 0.929
H 2.620 3.019 1.243
H 0.963 2.508 1.626
C 1.224 2.714 -0.470
H 2.014 2.935 -1.218
H 0.670 3.667 -0.425
C 1.528 -0.057 -2.511
H 2.133 0.784 -2.971
H 1.313 -0.744 -3.310
Cr 0.312 -0.040 -0.174
H 3.363 0.653 0.517
B -2.882 -0.699 -0.196
N -2.368 0.103 1.073
C -2.999 0.414 2.224
C -2.095 1.003 3.102
C -0.884 1.023 2.417
N -1.047 0.470 1.185
N -1.959 -1.946 -0.251
C -2.313 -3.239 -0.239
C -1.150 -4.016 -0.113
C -0.090 -3.097 -0.146
N -0.585 -1.848 -0.199
H -2.813 -0.032 -1.208
H -4.041 -1.042 0.043
H -4.049 0.188 2.357
H -2.287 1.369 4.120
H 0.075 1.376 2.763
H -3.335 -3.557 -0.317
H -1.071 -5.070 0.009
H 0.970 -3.275 -0.138
```

Results
relative energy (zero: lowest compared OMol25 entry of this formula, charge and spin) = 339.6 kJ/mol
max |F| = 0.1001 hartree/bohr
2S+1 = 5
⟨S²⟩ = 6.051
M = 308.16 g/mol
Kohn-Sham gap (alpha / beta) = 6.768 / 7.491 eV

Entry 8:
Formula: C14H21BHgN4
Source: the Open Molecules 2025 dataset
Level of theory: the ωB97M-V functional and the def2-TZVPD basis

```
41
C14H21BHgN4, DFT the ωB97M-V functional and the def2-TZVPD basis
C -0.491 -2.138 -1.881
C -2.088 -3.285 1.038
C 0.648 -1.941 -0.906
H -0.115 -2.797 -2.689
C -1.076 -3.023 1.872
H -3.127 -3.127 1.351
H 1.566 -1.849 -1.522
H -1.303 -2.752 2.908
C 0.928 -3.035 0.109
H 2.026 -3.071 0.217
H 0.674 -4.002 -0.346
C -1.888 -2.673 -1.479
H -2.288 -3.108 -2.413
H -2.565 -1.845 -1.216
C -1.968 -3.766 -0.385
H -1.154 -4.502 -0.491
H -2.917 -4.291 -0.589
C 0.404 -2.969 1.562
H 0.900 -3.813 2.083
H 0.807 -2.054 2.030
Hg 0.872 0.276 -0.657
H -0.650 -1.135 -2.345
B 0.586 3.908 -1.247
N -0.597 3.348 -0.350
C -1.545 4.037 0.338
C -2.238 3.126 1.140
C -1.666 1.872 0.880
N -0.686 2.023 -0.036
N 1.875 3.332 -0.538
C 2.992 4.008 -0.194
C 3.727 3.234 0.702
C 2.967 2.081 0.924
N 1.904 2.102 0.081
H 0.588 5.114 -1.095
H 0.485 3.629 -2.414
H -1.645 5.104 0.225
H -3.037 3.341 1.825
H -1.892 0.898 1.313
H 3.199 4.996 -0.587
H 4.679 3.463 1.139
H 3.111 1.281 1.642
```

Results
relative energy (zero: lowest compared OMol25 entry of this formula, charge and spin) = 0.0 kJ/mol
max |F| = 0.0373 hartree/bohr
M = 456.75 g/mol
Kohn-Sham gap = 8.861 eV